Run 1
{"formula": "C2H5OP", "method": "the ωB97M-V functional and the def2-TZVPD basis", "symbols": ["C", "C", "O", "P", "H", "H", "H", "H", "H"], "xyz": [[0.217, 0.821, -0.103], [-0.161, -0.468, -0.569], [0.406, -1.590, 0.028], [-2.008, 0.015, 0.041], [0.511, 0.770, 0.967], [0.042, 1.772, -0.536], [-0.179, -0.584, -1.604], [0.390, -1.330, 0.918], [-2.079, -0.832, 1.222]], "e_homo_ev": -8.29, "lumo_ha": -0.003, "mol_weight_g_mol": 76.03}

***

Run 2
{"formula": "C2H5OP", "method": "the ωB97M-V functional and the def2-TZVPD basis", "symbols": ["C", "C", "O", "P", "H", "H", "H", "H", "H"], "xyz": [[-0.179, 0.013, 0.831], [-0.016, -0.454, -0.656], [-1.265, -2.328, 1.740], [-1.487, -0.881, 1.763], [0.831, 0.070, 1.476], [-0.605, 0.991, 0.893], [0.582, -1.358, -0.575], [-0.980, -0.811, -0.991], [0.429, 0.211, -1.364]], "smiles": "CCP=O", "e_homo_ev": -9.25, "lumo_ha": -0.021, "mol_weight_g_mol": 76.03}

***

It is run 2 that is most stable; the runner-up trails by 227.1 kJ/mol.

***

Run 1
{"formula": "C4H14NO3", "method": "the ωB97M-V functional and the def2-TZVPD basis", "symbols": ["C", "N", "C", "C", "C", "O", "H", "H", "H", "H", "H", "H", "H", "H", "H", "H", "H", "H", "O", "H", "H", "O"], "xyz": [[0.473, 1.679, 1.032], [-0.319, 2.213, -0.126], [-0.336, 1.067, -1.187], [-1.372, 0.012, -1.104], [-1.433, -0.765, 0.243], [-0.521, -1.743, 0.547], [1.525, 1.961, 0.882], [0.336, 0.501, 1.221], [0.097, 2.030, 1.962], [-1.208, 2.492, 0.253], [0.767, 0.799, -1.453], [-0.603, 1.682, -2.125], [-2.372, 0.495, -1.165], [-1.294, -0.828, -1.863], [-1.309, -0.063, 1.224], [-2.397, -1.307, 0.274], [1.726, -1.341, 1.980], [0.483, -1.207, 0.769], [1.757, -1.018, 1.139], [2.688, -2.396, -0.347], [1.180, -2.014, -0.980], [2.131, -2.249, -1.176]], "e_homo_ev": -4.18, "lumo_ha": 0.148, "charge": -1, "mol_weight_g_mol": 124.16}

***

Run 2
{"formula": "C4H14NO3", "method": "the ωB97M-V functional and the def2-TZVPD basis", "symbols": ["C", "N", "C", "C", "C", "O", "H", "H", "H", "H", "H", "H", "H", "H", "H", "H", "H", "H", "O", "H", "H", "O"], "xyz": [[-0.150, 1.937, -0.272], [-0.415, 1.373, 1.045], [-1.530, 0.448, 1.163], [-1.443, -0.564, -0.008], [-0.136, -1.316, -0.035], [0.990, -0.614, -0.397], [-1.121, 2.257, -0.577], [0.105, 1.255, -1.083], [0.483, 2.785, -0.175], [0.493, 1.123, 1.473], [-2.445, 1.065, 1.152], [-1.501, -0.208, 2.149], [-2.254, -1.329, 0.133], [-1.444, -0.146, -1.157], [0.094, -1.885, 0.810], [-0.240, -2.025, -0.987], [2.401, -0.558, 2.309], [2.387, -0.701, 0.815], [2.894, -0.838, 1.681], [0.874, -0.404, -1.800], [1.344, -0.848, -3.337], [0.611, -0.808, -2.903]], "e_homo_ev": -3.67, "lumo_ha": 0.146, "charge": -1, "mol_weight_g_mol": 124.16}

***

It is run 1 that is most stable; the runner-up trails by 10.7 kJ/mol.

***

Run 1
{"formula": "C3H5IO", "method": "the ωB97M-V functional and the def2-TZVPD basis", "symbols": ["C", "C", "C", "O", "I", "H", "H", "H", "H", "H"], "xyz": [[0.438, 0.676, 1.407], [-0.722, -0.515, 0.513], [-0.322, -0.595, -0.909], [-1.714, -0.902, 1.082], [-2.376, -3.188, 0.989], [0.495, 0.723, 2.554], [0.379, 1.723, 1.092], [0.111, 0.223, -1.350], [0.516, -1.403, -0.911], [-1.237, -1.039, -1.570]], "smiles": "C=C(C)OI", "e_homo_ev": [-9.07, -8.85], "lumo_ha": [-0.058, -0.030], "mol_weight_g_mol": 183.98}

***

Run 2
{"formula": "C3H5IO", "method": "the ωB97M-V functional and the def2-TZVPD basis", "symbols": ["C", "C", "C", "O", "I", "H", "H", "H", "H", "H"], "xyz": [[-0.341, -0.203, 1.047], [-0.742, 0.308, -0.100], [-0.708, -0.346, -1.411], [-0.031, -1.382, -1.822], [-1.938, 0.523, -2.915], [-0.466, 0.138, 2.066], [-0.106, -1.251, 1.063], [-1.022, 1.385, -0.214], [1.070, 1.499, -1.326], [0.468, -1.969, -1.157]], "e_homo_ev": [-7.07, -9.67], "lumo_ha": [-0.018, -0.002], "mol_weight_g_mol": 183.98}

***

Run 3
{"formula": "C3H5IO", "method": "the ωB97M-V functional and the def2-TZVPD basis", "symbols": ["C", "C", "C", "O", "I", "H", "H", "H", "H", "H"], "xyz": [[-0.631, 1.306, -0.250], [0.528, -0.834, 0.740], [0.220, -0.060, -0.506], [-1.079, 1.603, 0.810], [-1.168, -1.284, -1.757], [-0.806, 1.793, -1.195], [1.584, -0.661, 1.125], [-0.039, -0.382, 1.635], [0.411, -1.856, 0.529], [0.980, 0.375, -1.132]], "smiles": "C[C@@H](I)C=O", "e_homo_ev": -9.63, "lumo_ha": -0.006, "mol_weight_g_mol": 183.98}

***

It is run 3 that is most stable; the runner-up trails by 366.4 kJ/mol.